Entry from OMol25: a structure of composition C57H61F9N4OPSSiTeTl in a non-equilibrium geometry (ωB97M-V with the def2-TZVPD basis set).

Element x y z (Å)
1 Tl 1.4605 0.0483 -1.1858
2 N 1.8420 -0.2724 1.8429
3 C 2.9083 -0.8226 2.6650
4 C 4.2793 -0.2693 2.2900
5 C 4.8863 -0.7107 0.9607
6 N 4.2418 -0.1072 -0.1969
7 H 1.8267 0.7395 1.9037
8 H 0.9212 -0.5819 2.1372
9 H 2.9155 -1.9109 2.5331
10 H 2.7518 -0.6378 3.7381
11 H 4.9775 -0.5675 3.0776
12 H 4.2409 0.8269 2.3191
13 H 4.7872 -1.7992 0.8790
14 H 5.9637 -0.4949 1.0024
15 H 4.7077 -0.3509 -1.0622
16 H 4.2365 0.9083 -0.1627
17 C 0.3881 5.0618 -3.6951
18 Si 2.1018 4.7692 -4.3553
19 C 3.3704 5.7044 -3.3570
20 C 2.1863 5.4698 -6.1031
21 C 2.3938 2.9248 -4.5055
22 C 2.2924 2.3215 -5.7468
23 C 2.4307 0.9423 -5.8942
24 C 2.6880 0.2196 -4.7523
25 N 2.8027 0.7581 -3.5383
26 C 2.6343 2.0855 -3.3826
27 S 2.6648 2.7303 -1.7559
28 H 0.1615 6.1281 -3.6180
29 H 0.2970 4.6118 -2.7062
30 H -0.3555 4.5996 -4.3477
31 H 3.3392 6.7603 -3.6362
32 H 4.3772 5.3281 -3.5483
33 H 3.1835 5.6023 -2.2895
34 H 2.1713 6.5612 -6.0612
35 H 1.3443 5.1529 -6.7213
36 H 3.1062 5.1700 -6.6100
37 H 2.0976 2.9264 -6.6241
38 H 2.3390 0.4544 -6.8546
39 H 2.8199 -0.8580 -4.8026
40 F 4.0861 -9.3420 -1.1981
41 C 4.3193 -8.6412 -0.0702
42 F 5.6508 -8.4910 0.0248
43 F 3.9395 -9.4308 0.9536
44 C 3.5860 -7.3271 -0.0627
45 C 4.2603 -6.1394 -0.2760
46 C 3.5522 -4.9410 -0.2661
47 C 2.1793 -4.9269 -0.0601
48 C 1.5143 -6.1393 0.1330
49 C 2.2084 -7.3336 0.1392
50 P 1.3324 -3.2864 -0.1112
51 C 0.1292 -3.4389 1.2570
52 C -1.0217 -2.6533 1.2531
53 C -1.8705 -2.6341 2.3533
54 C -1.5592 -3.3796 3.4774
55 C -0.3942 -4.1353 3.5134
56 C 0.4437 -4.1589 2.4141
57 C -2.4626 -3.3941 4.6792
58 F -2.9385 -4.6336 4.9282
59 F -1.8141 -3.0166 5.8004
60 F -3.5219 -2.5875 4.5454
61 C 0.3410 -3.5428 -1.6335
62 C -0.9789 -3.9823 -1.6881
63 C -1.6247 -4.1096 -2.9073
64 C -0.9471 -3.8142 -4.0823
65 C 0.3644 -3.3738 -4.0432
66 C 0.9971 -3.2312 -2.8207
67 C -1.6511 -4.0073 -5.3967
68 F -0.9760 -3.4799 -6.4303
69 F -1.8274 -5.3170 -5.6840
70 F -2.8785 -3.4582 -5.4071
71 H 5.3293 -6.1404 -0.4323
72 H 4.0773 -4.0046 -0.4127
73 H 0.4412 -6.1456 0.2811
74 H 1.6870 -8.2682 0.2982
75 H -1.2574 -2.0295 0.3972
76 H -2.7639 -2.0254 2.3324
77 H -0.1421 -4.7025 4.4002
78 H 1.3490 -4.7501 2.4569
79 H -1.5166 -4.2254 -0.7806
80 H -2.6584 -4.4286 -2.9419
81 H 0.8799 -3.1205 -4.9586
82 H 2.0116 -2.8477 -2.7895
83 C -3.5482 3.1031 7.5999
84 C -3.1323 2.6493 6.2257
85 C -3.7426 3.1480 5.0850
86 C -3.3739 2.7327 3.8077
87 C -4.1190 3.3245 2.6416
88 C -2.3450 1.7902 3.6426
89 Te -1.7540 1.0283 1.6459
90 N -1.2934 0.3994 -0.5884
91 C -1.7105 -0.2364 -1.6631
92 O -0.9708 -0.5414 -2.6312
93 C -3.1647 -0.6621 -1.7569
94 C -3.9743 -0.8868 -0.6502
95 C -5.2761 -1.3459 -0.8069
96 C -5.7848 -1.5718 -2.0772
97 C -4.9814 -1.3425 -3.1879
98 C -3.6789 -0.8985 -3.0277
99 C -1.1441 2.9742 1.0593
100 C -0.1350 3.6206 1.7750
101 C 0.6124 3.0135 2.9332
102 C 0.2189 4.9241 1.4295
103 C -0.4080 5.6082 0.4088
104 C 0.0061 7.0026 0.0281
105 C -1.4177 4.9522 -0.2846
106 C -1.7909 3.6456 0.0036
107 C -2.8681 3.0377 -0.8530
108 C -1.7417 1.2643 4.7948
109 C -0.6410 0.2281 4.7656
110 C -2.1368 1.7017 6.0582
111 H -4.3471 3.8423 7.5430
112 H -2.7126 3.5546 8.1387
113 H -3.9080 2.2664 8.2021
114 H -4.5385 3.8790 5.1888
115 H -4.9746 3.9040 2.9888
116 H -4.4813 2.5450 1.9684
117 H -3.4796 3.9812 2.0515
118 H -3.5903 -0.6946 0.3428
119 H -5.8915 -1.5223 0.0666
120 H -6.8000 -1.9275 -2.2014
121 H -5.3691 -1.5210 -4.1830
122 H -3.0283 -0.7413 -3.8764
123 H 0.3336 1.9797 3.1243
124 H 0.4218 3.5768 3.8491
125 H 1.6881 3.0535 2.7388
126 H 1.0153 5.4092 1.9854
127 H 0.6101 7.4658 0.8086
128 H -0.8624 7.6377 -0.1546
129 H 0.6001 6.9891 -0.8870
130 H -1.9321 5.4705 -1.0864
131 H -3.4600 3.8268 -1.3180
132 H -3.5329 2.3839 -0.2886
133 H -2.4249 2.4299 -1.6407
134 H -0.6041 -0.3217 3.8277
135 H -0.7772 -0.4904 5.5735
136 H 0.3386 0.6955 4.9062
137 H -1.6531 1.2788 6.9342

- ΔE to the lowest compared entry with this formula, charge and spin: 5.9 kcal per mole
- LUMO energy (alpha / beta): 1.9 / 1.9 eV
- Expectation value of S²: 0.762
- Highest occupied orbital energy (alpha / beta): -0.169 / -0.170 Ha
- 2S+1: 2
- Frontier orbital gap (alpha / beta): 6.5 / 6.6 eV
- Net charge: -1